Entry one
C3H10N2S | ωB97M-V with the def2-TZVPD basis set

Each line ends with the natural charge from an NBO analysis.
Cartesian coordinates (Å):
H  -1.62  -2.27  2.53  0.38
N  -1.62  -2.33  1.52  -0.87
C  -0.55  -1.84  1.01  0.36
N  0.38  -2.62  0.39  -0.79
H  -0.22  -0.79  1.15  0.12
H  1.09  -2.12  -0.11  0.39
H  0.01  -3.54  0.19  0.41
C  0.45  2.25  0.60  -0.73
S  1.26  2.29  -1.06  0.16
C  0.16  1.21  -2.05  -0.74
H  -0.29  1.46  0.64  0.22
H  1.19  2.12  1.39  0.22
H  -0.01  3.24  0.74  0.22
H  -0.91  1.36  -1.92  0.22
H  0.33  0.14  -1.92  0.20
H  0.34  1.44  -3.10  0.23

Summary:
**Molecular weight**: 106.19 g mol⁻¹
**Total charge**: 0
**HOMO energy**: -0.3105 Eh
**Orbital gap**: 9.2 eV
**LUMO energy**: 0.775 eV

***

Entry two
C3H10N2S | ωB97M-V with the def2-TZVPD basis set

Each line ends with the natural charge from an NBO analysis.
Cartesian coordinates (Å):
N  -0.35  -3.14  -0.32  -0.84
C  -0.18  -1.84  -0.89  -0.08
C  1.02  -1.36  -1.27  -0.03
N  1.39  -0.08  -1.77  -0.83
H  -1.16  -3.60  -0.74  0.36
H  -0.56  -3.07  0.65  0.36
H  -1.06  -1.21  -1.04  0.16
H  1.80  -2.16  -1.23  0.17
H  2.28  -0.25  -2.24  0.36
H  1.53  0.63  -1.09  0.38
C  -0.64  2.99  2.03  -0.72
S  -0.43  1.80  0.64  -0.06
H  0.27  3.58  2.01  0.22
H  -1.51  3.61  1.86  0.22
H  -0.68  2.43  3.01  0.22
H  -1.73  1.66  0.38  0.12

Summary:
**Molecular weight**: 106.19 g mol⁻¹
**Total charge**: 0
**HOMO energy**: -0.3042 Eh
**Orbital gap**: 9.2 eV
**LUMO energy**: 0.882 eV

***

According to the calculations, the structures order from most to least stable as entry two, entry one.

***

Entry one
CH2N2O3 | ωB97M-V with the def2-TZVPD basis set

Each line ends with the natural charge from an NBO analysis.
Cartesian coordinates (Å):
C  0.28  0.07  0.10  -0.14
N  0.71  -1.27  0.05  0.07
N  -1.12  0.21  -0.13  0.50
O  1.84  -1.63  -0.15  -0.14
O  -1.48  1.30  0.16  -0.37
O  -1.75  -0.71  -0.53  -0.33
H  0.87  1.54  -0.54  0.18
H  0.64  0.49  1.06  0.24

Summary:
**Molecular weight**: 90.04 g mol⁻¹
**Total charge**: 0
**HOMO energy (spin up / spin down)**: -0.3378 / -0.4306 Eh
**Orbital gap (spin up / spin down)**: 8.0 / 9.5 eV
**LUMO energy (spin up / spin down)**: -1.232 / -2.196 eV
**Spin multiplicity**: 3

***

Entry two
CH2N2O3 | ωB97M-V with the def2-TZVPD basis set

Each line ends with the natural charge from an NBO analysis.
Cartesian coordinates (Å):
C  -1.87  0.07  0.24  0.50
N  0.86  -0.55  -2.01  0.14
N  1.75  0.23  -1.89  0.32
O  0.68  0.79  -2.60  -0.18
O  2.81  0.58  -1.67  -0.28
O  -2.07  -1.03  0.04  -0.50
H  -1.17  0.33  3.96  0.00
H  -0.98  -0.43  3.93  0.00

Summary:
**Molecular weight**: 90.04 g mol⁻¹
**Total charge**: 0
**HOMO energy (spin up / spin down)**: -0.2726 / -0.4467 Eh
**Orbital gap (spin up / spin down)**: 8.3 / 9.2 eV
**LUMO energy (spin up / spin down)**: 0.833 / -2.924 eV
**Spin multiplicity**: 3

***

According to the calculations, the structures order from most to least stable as entry one, entry two.

***

Entry one
H14O7 | ωB97M-V with the def2-TZVPD basis set

Each line ends with the natural charge from an NBO analysis.
Cartesian coordinates (Å):
O  1.02  -0.61  -0.93  -0.93
H  1.41  -1.31  -1.46  0.46
H  0.86  -1.02  -0.07  0.47
O  -1.59  0.76  -2.41  -0.95
H  -0.64  0.93  -2.38  0.47
H  -1.97  1.50  -1.92  0.48
O  -1.21  0.15  2.94  -0.93
H  -1.83  0.88  3.00  0.48
H  -0.37  0.54  3.19  0.46
O  -0.59  -3.98  -1.26  -0.93
H  -0.40  -3.19  -1.78  0.47
H  -0.56  -3.66  -0.35  0.46
O  3.46  -2.83  -0.91  -0.92
H  3.06  -2.04  -1.30  0.45
H  2.84  -3.11  -0.23  0.47
O  -0.17  2.85  2.09  -0.95
H  0.79  2.87  2.17  0.48
H  -0.37  1.92  1.95  0.46
O  -1.53  3.21  -0.37  -0.95
H  -1.29  2.34  -0.02  0.46
H  -0.91  3.81  0.06  0.49

Summary:
**Molecular weight**: 126.10 g mol⁻¹
**Total charge**: 0
**HOMO energy**: -0.4111 Eh
**Orbital gap**: 10.8 eV
**LUMO energy**: -0.338 eV

***

Entry two
H14O7 | ωB97M-V with the def2-TZVPD basis set

Each line ends with the natural charge from an NBO analysis.
Cartesian coordinates (Å):
O  0.63  -0.94  -0.59  -0.93
H  1.36  -0.54  -1.08  0.46
H  -0.13  -0.40  -0.82  0.47
O  2.05  -3.24  1.03  -0.93
H  2.27  -3.97  0.44  0.46
H  2.85  -2.71  1.06  0.46
O  -1.51  -0.42  3.03  -0.94
H  -1.18  -0.96  3.76  0.47
H  -1.63  0.46  3.42  0.46
O  -0.68  3.36  0.93  -0.94
H  -0.60  2.41  1.07  0.47
H  -0.03  3.74  1.52  0.47
O  3.82  1.40  -1.50  -0.93
H  3.47  0.64  -1.03  0.46
H  4.24  1.02  -2.29  0.47
O  -3.65  -1.89  -2.33  -0.94
H  -3.02  -2.41  -1.82  0.47
H  -3.25  -1.01  -2.37  0.47
O  -1.38  1.69  -1.03  -0.95
H  -1.88  2.50  -1.13  0.49
H  -1.75  1.27  -0.25  0.46

Summary:
**Molecular weight**: 126.10 g mol⁻¹
**Total charge**: 0
**HOMO energy**: -0.4170 Eh
**Orbital gap**: 11.6 eV
**LUMO energy**: 0.217 eV

***

Entry three
H14O7 | ωB97M-V with the def2-TZVPD basis set

Each line ends with the natural charge from an NBO analysis.
Cartesian coordinates (Å):
O  -1.26  -47.80  -12.70  -0.96
H  -0.78  -47.94  -13.52  0.49
H  -1.73  -48.71  -12.80  0.49
O  -2.97  -45.63  -13.19  -0.96
H  -2.50  -45.05  -13.77  0.45
H  -2.27  -46.31  -13.05  0.49
O  -0.31  -50.76  -13.62  -0.93
H  0.50  -50.52  -13.46  0.45
H  -0.67  -51.25  -12.73  0.48
O  -0.91  -47.07  -10.08  -0.90
H  -0.33  -47.71  -9.80  0.44
H  -0.71  -47.18  -10.89  0.46
O  -0.33  -47.59  -16.01  -0.95
H  -0.79  -48.53  -16.29  0.49
H  -0.70  -47.04  -16.61  0.47
O  1.93  -47.35  -14.21  -0.92
H  2.15  -48.14  -13.97  0.44
H  1.35  -47.52  -14.92  0.48
O  -3.49  -50.15  -11.03  -0.92
H  -3.45  -49.42  -10.33  0.48
H  -2.53  -50.29  -10.82  0.45

Summary:
**Molecular weight**: 126.10 g mol⁻¹
**Total charge**: 0
**HOMO energy**: -0.3899 Eh
**Orbital gap**: 10.3 eV
**LUMO energy**: -0.293 eV

***

Entry four
H14O7 | ωB97M-V with the def2-TZVPD basis set

Each line ends with the natural charge from an NBO analysis.
Cartesian coordinates (Å):
O  -0.52  -0.57  0.27  -0.83
H  -1.04  -0.16  -0.45  0.57
H  0.33  -0.31  -0.01  0.54
H  -0.90  -0.34  1.15  0.54
O  1.89  0.22  -0.45  -1.27
H  2.46  -0.32  -0.03  0.44
O  -1.60  0.11  2.60  -0.94
H  -2.01  -0.66  2.96  0.51
H  -1.97  0.90  2.53  0.49
O  -0.17  1.73  -1.21  -1.02
H  0.66  1.14  -1.09  0.53
H  -0.24  2.35  -0.48  0.46
O  1.97  -0.85  -2.88  -0.96
H  2.05  -1.80  -3.08  0.45
H  2.13  -0.77  -1.97  0.49
O  2.19  0.26  2.56  -0.94
H  2.14  -0.57  2.25  0.44
H  1.96  0.53  1.62  0.48
O  -2.79  -0.45  -1.33  -0.95
H  -3.02  0.10  -2.14  0.50
H  -3.54  -0.51  -0.84  0.47

Summary:
**Molecular weight**: 126.10 g mol⁻¹
**Total charge**: 0
**HOMO energy**: -0.3393 Eh
**Orbital gap**: 8.9 eV
**LUMO energy**: -0.373 eV

***

According to the calculations, the structures order from most to least stable as entry one, entry two, entry three, entry four.

***

Entry one
H14O7 | ωB97M-V with the def2-TZVPD basis set

Each line ends with the natural charge from an NBO analysis.
Cartesian coordinates (Å):
O  -0.39  -0.07  0.15  -0.95
H  0.49  0.09  -0.19  0.46
H  -0.25  -0.33  1.07  0.49
O  -1.94  -2.23  -1.38  -0.94
H  -1.39  -1.56  -1.77  0.48
H  -1.62  -3.06  -1.75  0.45
O  1.69  -0.73  4.33  -0.96
H  1.10  -0.79  3.58  0.48
H  1.16  -0.34  5.02  0.46
O  1.19  1.27  -2.40  -0.96
H  1.49  0.48  -2.85  0.48
H  1.96  1.83  -2.33  0.48
O  -0.08  -1.80  2.43  -0.96
H  -0.80  -2.25  2.87  0.49
H  0.37  -2.48  1.94  0.49
O  -1.44  0.17  -3.22  -0.95
H  -2.07  0.88  -3.11  0.48
H  -0.67  0.44  -2.72  0.48
O  0.21  3.39  0.44  -0.93
H  0.56  2.83  -0.25  0.47
H  0.43  4.28  0.16  0.46

Summary:
**Molecular weight**: 126.10 g mol⁻¹
**Total charge**: 0
**HOMO energy**: -0.3868 Eh
**Orbital gap**: 10.6 eV
**LUMO energy**: 0.072 eV

***

Entry two
H14O7 | ωB97M-V with the def2-TZVPD basis set

Each line ends with the natural charge from an NBO analysis.
Cartesian coordinates (Å):
O  -0.33  -1.45  -0.80  -0.95
H  0.22  -1.46  -1.57  0.47
H  0.25  -1.74  -0.06  0.48
O  1.69  -0.49  3.02  -0.96
H  1.66  -1.22  3.65  0.48
H  2.02  0.28  3.50  0.48
O  -2.74  -0.45  0.20  -0.95
H  -2.54  -0.09  -0.72  0.49
H  -3.56  0.00  0.39  0.47
O  1.28  2.61  1.70  -0.94
H  1.47  1.67  1.91  0.46
H  0.83  2.62  0.91  0.47
O  4.32  1.62  -1.90  -0.93
H  4.83  1.66  -1.09  0.47
H  3.78  0.87  -1.76  0.46
O  -3.58  -2.50  -2.59  -0.93
H  -3.02  -2.61  -1.76  0.47
H  -3.30  -3.25  -3.03  0.46
O  -1.16  1.71  -0.22  -0.96
H  -0.41  1.02  -0.13  0.47
H  -1.73  1.22  0.37  0.48

Summary:
**Molecular weight**: 126.10 g mol⁻¹
**Total charge**: 0
**HOMO energy**: -0.4071 Eh
**Orbital gap**: 11.1 eV
**LUMO energy**: -0.023 eV

***

According to the calculations, the structures order from most to least stable as entry one, entry two.